{"formula": "C3H22O8", "method": "ωB97M-V/def2-TZVPD", "symbols": ["C", "C", "C", "H", "H", "H", "H", "H", "H", "O", "H", "H", "O", "H", "H", "O", "H", "H", "O", "H", "H", "O", "H", "H", "O", "H", "H", "O", "H", "H", "O", "H", "H"], "xyz": [[-1.4058, -2.5979, 0.3563], [-1.8700, -1.4257, -0.0542], [-3.0061, -0.5808, 0.4223], [-0.5278, -3.0745, -0.1064], [-1.7478, -3.2370, 1.2052], [-1.2669, -0.8552, -0.8164], [-3.8480, -0.6543, -0.2507], [-3.3984, -0.9157, 1.4176], [-2.6779, 0.4872, 0.4126], [0.4699, 2.2976, -0.2046], [0.3038, 1.3775, -0.5414], [1.1694, 2.6168, -0.7796], [0.3810, -0.2160, -1.2517], [1.2226, -0.6855, -1.2504], [0.1441, -0.0939, -2.1821], [2.6851, 0.3619, 2.6044], [2.3547, -0.3133, 3.2029], [1.9508, 0.7885, 2.1365], [0.4696, -1.0500, 2.8784], [0.4566, -1.1876, 1.9227], [-0.3675, -1.0311, 3.3535], [0.5715, 2.1231, -2.8521], [1.3690, 1.9396, -3.3574], [0.0312, 2.9040, -2.9291], [-0.2254, 2.9853, 2.3839], [0.3698, 2.2533, 2.5999], [-0.0337, 3.2019, 1.4539], [2.8854, -0.8687, 0.3747], [3.5510, -0.4530, 0.9333], [3.3090, -1.2765, -0.3866], [-0.7862, -1.0442, -3.5256], [-1.0192, -0.3423, -4.1364], [-1.5136, -1.4332, -3.0336]], "atomic_forces_ev_per_a": [[0.4290, -1.1676, 0.6582], [0.5999, 1.0146, -0.8902], [-0.0553, -0.0976, 1.2300], [-0.3223, 0.5583, -0.0571], [-0.3192, 0.9080, -0.6725], [-0.9313, -1.3752, 0.8520], [-0.2667, 0.0027, -0.4119], [0.4183, 0.5510, -0.6600], [-0.3749, -0.7859, 0.3784], [-0.1071, -0.4218, 0.2137], [0.3227, 0.7530, 0.2810], [-0.0758, -0.0655, -0.0612], [0.8566, 0.1954, -0.0899], [-0.0032, 0.1524, 0.2906], [-0.0233, -0.1820, -0.0820], [0.9908, 0.9656, 0.0253], [-0.6541, 0.1608, -0.2957], [0.1441, -0.6334, 0.4405], [0.7367, 0.0267, 0.7346], [-0.9054, -0.0688, 0.2793], [-0.1515, -0.1666, -0.9961], [-0.0818, -1.6838, 0.6213], [-0.4881, 1.2094, -0.4677], [0.6659, 0.5455, -0.8165], [0.0844, 0.1258, 0.1245], [-0.2373, 0.3324, -0.1825], [-0.0046, -0.5323, 0.3264], [-0.3725, -0.4360, -0.8179], [-0.1031, 0.0392, 0.1656], [0.3656, 0.0395, 0.2111], [1.0282, -0.2090, -0.1669], [-0.7611, -0.1642, 0.1408], [-0.4035, 0.4097, -0.3054]], "mulliken_charge": [-1.00, 0.94, -1.09, 0.24, 0.28, -0.19, 0.31, 0.30, 0.28, -0.64, 0.37, 0.27, -0.51, 0.16, 0.31, -0.68, 0.33, 0.30, -0.63, 0.34, 0.29, -0.55, 0.28, 0.27, -0.65, 0.32, 0.36, -0.55, 0.31, 0.25, -0.67, 0.31, 0.33], "smiles": "C=CC.O.O.O.O.O.O.O.O", "e_homo_ev": -9.56, "relative_energy_ev": 2.298, "largest_force_ha_per_bohr": 0.0363, "orbital_gap_ha": 0.35166}